DFT (ωB97M-V with the def2-TZVPD basis set) results for 11 unconnected molecules or ions with the total composition C48H61F5O6 at a distorted geometry.

```
120
Properties=species:S:1:pos:R:3:mulliken_charge:R:1
F 6.34229 -4.30804 -0.17456 -0.400
C 5.35104 -4.35471 0.72016 0.744
C 5.04962 -3.23353 1.44195 0.096
C 4.04654 -3.36983 2.39767 -0.214
C 3.45111 -4.59142 2.66477 -0.770
C 3.84513 -5.72374 1.98726 -0.391
C 4.77978 -5.62760 0.98368 -0.610
H 5.38412 -2.26800 1.22448 0.024
H 3.69810 -2.50630 2.98033 0.395
H 2.58297 -4.67782 3.35496 0.327
H 3.51422 -6.69306 2.33142 0.413
H 5.17489 -6.42613 0.34505 0.460
F 0.90951 -5.02491 -1.38544 -0.291
C 1.97893 -4.38884 -1.97577 0.267
C 1.83705 -3.03589 -2.29797 -0.422
C 2.84559 -2.40364 -2.98561 -0.667
C 4.06150 -3.05347 -3.13363 -0.450
C 4.20885 -4.35535 -2.74817 -0.592
C 3.13346 -5.06623 -2.14681 -0.387
H 0.93294 -2.58137 -2.10858 0.802
H 2.67599 -1.36552 -3.25571 0.352
H 4.87317 -2.59529 -3.64196 0.544
H 5.14245 -4.84062 -2.92667 0.391
H 3.21800 -6.11704 -1.86393 0.472
F 3.58613 0.26026 -1.40684 -0.110
C 4.74328 0.10171 -0.64449 0.449
C 5.79662 -0.41288 -1.33004 -0.154
C 7.02263 -0.51843 -0.72321 -0.543
C 7.12987 -0.16787 0.61842 -0.480
C 6.03012 0.23485 1.33855 -0.803
C 4.78627 0.29775 0.70991 -0.453
H 5.69929 -0.71329 -2.38548 0.325
H 7.83508 -0.96220 -1.28541 0.402
H 8.12172 -0.16282 1.11547 0.308
H 6.09524 0.62292 2.32322 0.488
H 3.91245 0.72769 1.19388 0.504
F 2.07042 6.39698 -4.35074 -0.322
C 1.99056 5.05973 -4.09453 0.451
C 2.24154 4.58922 -2.78345 -0.609
C 1.94924 3.29511 -2.46605 0.031
C 1.45294 2.37410 -3.48387 -0.504
C 1.23841 2.83107 -4.72403 -0.472
C 1.51826 4.19232 -5.05442 -0.530
H 2.55810 5.21535 -1.97383 0.439
H 2.13117 2.97511 -1.40782 0.188
H 1.12081 1.37620 -3.13474 0.441
H 0.82600 2.24276 -5.51263 0.443
H 1.27960 4.64404 -6.00075 0.413
F 1.70094 1.12025 0.58796 -0.446
C 0.54335 0.60702 0.26251 0.261
C -0.40818 1.47498 -0.23022 0.364
C -1.57696 1.00110 -0.66847 -0.983
C -1.85213 -0.37757 -0.58544 -0.616
C -0.97561 -1.17776 0.05909 -0.224
C 0.27949 -0.68675 0.45475 -1.144
H -0.16310 2.53462 -0.38051 0.325
H -2.33958 1.68158 -0.99994 0.527
H -2.74793 -0.77088 -1.08384 0.509
H -1.22996 -2.22755 0.19743 0.290
H 1.01958 -1.35477 0.86827 1.031
C -4.19937 -6.61962 -2.02161 -1.184
C -3.96130 -5.27954 -1.47931 0.708
O -4.81742 -4.42307 -1.46325 -0.540
C -2.57940 -4.99409 -0.88419 -0.448
H -3.33527 -7.11591 -2.47844 0.344
H -5.03152 -6.55614 -2.71721 0.360
H -4.58855 -7.20466 -1.18235 0.280
H -1.82066 -5.37475 -1.56511 0.259
H -2.45102 -5.57112 0.07304 0.343
H -2.44237 -3.91091 -0.68039 -0.117
C -1.39520 -0.52154 3.64435 -0.708
C -1.23751 0.65238 4.56999 0.995
O -2.17004 1.31314 4.92362 -0.570
C 0.17829 0.87654 5.14054 -1.367
H -1.87638 -1.24359 4.26065 0.484
H -0.42970 -0.91208 3.35748 0.231
H -2.04940 -0.40021 2.80365 -0.036
H 0.16951 1.66250 5.84279 0.385
H 0.98264 1.12638 4.40772 0.243
H 0.40742 -0.12170 5.65320 0.382
C -1.92151 4.82230 -2.04056 -0.944
C -1.66950 5.40891 -0.69821 0.864
O -1.11609 4.75640 0.19265 -0.428
C -2.06578 6.82830 -0.31701 -1.399
H -2.85646 4.23885 -1.88091 0.252
H -1.18367 4.09288 -2.38229 0.094
H -2.22368 5.58051 -2.74240 0.462
H -1.16945 7.49237 -0.41147 0.288
H -2.55158 6.85596 0.62831 0.321
H -2.75302 7.29456 -1.02288 0.443
C 1.86427 5.49555 1.28913 -0.931
C 1.71615 4.36906 2.28460 0.916
O 2.62945 3.66190 2.55969 -0.595
C 0.37672 4.18517 2.88493 -0.543
H 0.98585 5.61135 0.63367 -0.011
H 2.76912 5.24330 0.75863 0.284
H 2.07944 6.42149 1.81533 0.450
H 0.35580 3.41623 3.61556 0.019
H -0.22791 3.81660 2.11577 0.025
H -0.08327 5.08341 3.25090 0.461
C -5.54090 1.85709 3.36067 -1.220
C -5.17314 0.50014 2.89314 0.933
O -4.71441 0.24020 1.80192 -0.520
C -5.53489 -0.63890 3.83604 -1.166
H -4.84883 2.26704 4.10180 0.273
H -6.57303 1.86676 3.76309 0.364
H -5.44525 2.42176 2.44607 0.335
H -4.90150 -0.48356 4.71802 0.305
H -5.32714 -1.64249 3.40151 0.262
H -6.53011 -0.60775 4.29134 0.395
C -7.68782 0.11038 -2.70148 -1.224
C -6.30166 -0.16269 -2.20455 0.939
O -5.22922 0.23213 -2.62788 -0.556
C -6.23382 -0.91045 -0.85660 -0.606
H -8.23992 -0.83310 -2.83682 0.329
H -7.69196 0.71309 -3.62030 0.328
H -8.26885 0.67138 -1.93031 0.300
H -7.03972 -0.77426 -0.22414 0.423
H -5.36195 -0.63760 -0.21710 -0.119
H -6.08638 -1.96187 -0.93871 0.266
```

Properties
Structure (SMILES): Fc1ccccc1.Fc1ccccc1.Fc1ccccc1.Fc1ccccc1.Fc1ccccc1.CC(C)=O.CC(C)=O.CC(C)=O.CC(C)=O.CC(C)=O.CC(C)=O
Multiplicity: 1
Calculated total energy, eV: -76635.389
M, g mol⁻¹: 829.0
ΔE to the lowest compared entry with this formula, charge and spin, kcal per mole: 43.4
Total charge: 0
HOMO energy, eV: -8.9

=====

DFT (ωB97M-V with the def2-TZVPD basis set) results for 13 unconnected molecules or ions with the total composition C48H64BN12 at a distorted geometry.

```
125
Properties=species:S:1:pos:R:3:mulliken_charge:R:1
B -22.24450 4.09616 0.00556 2.950
H -21.32813 3.20371 -0.25374 -0.704
H -21.87290 4.97729 0.86683 -0.674
H -22.64533 4.54387 -0.99573 -0.736
H -23.12495 3.63540 0.68799 -0.523
N -24.94180 6.21672 0.45667 1.574
C -26.21740 5.69791 0.49124 -0.937
C -27.15752 6.89541 0.64684 -0.486
C -26.28351 8.10287 0.71127 -0.778
C -24.72394 7.68924 0.62815 -1.155
H -23.99853 5.60980 0.32702 -0.927
H -26.52324 4.70693 0.55279 0.645
H -28.24056 6.74477 0.66926 0.435
H -26.46621 9.21954 0.69201 0.324
H -23.92700 8.19859 0.59410 1.088
N -20.83915 5.22738 -2.67022 0.630
C -21.27647 5.42875 -3.96002 0.230
C -20.20546 6.24780 -4.64248 -1.045
C -19.00131 6.29866 -3.78557 -1.252
C -19.52199 5.67093 -2.42814 -0.190
H -21.31063 4.79270 -1.78244 -0.474
H -22.19634 4.88877 -4.37690 0.044
H -20.10761 6.40760 -5.66195 0.401
H -18.10825 6.81154 -3.95420 0.445
H -19.16559 5.45947 -1.49969 0.639
N -17.74475 4.67676 1.81140 0.064
C -17.68859 4.22265 0.49320 -0.173
C -16.20618 4.31878 0.00536 -0.773
C -15.39869 5.01011 1.27942 -1.198
C -16.54994 5.08588 2.37456 0.107
H -18.45357 4.43535 2.40995 0.161
H -18.54249 4.03105 -0.15101 0.255
H -15.88550 3.93267 -0.84158 0.612
H -14.48253 5.37830 1.26000 0.535
H -16.47561 5.45624 3.64890 0.158
N -18.48466 7.62136 1.29561 0.044
C -19.53317 7.66157 0.38907 0.400
C -19.80121 9.07041 0.15597 -0.600
C -18.77894 9.82273 1.07536 -0.688
C -17.96672 8.78855 1.68952 -0.401
H -18.31775 6.57571 1.76573 0.133
H -20.15215 6.73907 0.00897 0.044
H -20.61280 9.40536 -0.46689 0.475
H -18.70725 10.89347 1.00694 0.405
H -17.30969 9.07821 2.64963 0.293
N -18.08350 -0.42614 -1.00131 -0.063
C -16.80665 -0.06688 -1.55708 -0.573
C -16.98258 1.41679 -1.69219 -0.588
C -18.34523 1.84945 -1.33398 0.391
C -18.98853 0.62427 -0.88719 -1.085
H -18.52821 -1.34191 -0.65214 0.286
H -15.92166 -0.86778 -1.54989 0.281
H -16.19185 2.13229 -2.11779 0.249
H -18.94163 2.75220 -1.39927 0.685
H -19.94963 0.35302 -0.43026 0.767
N -25.80339 2.08365 -4.29300 -0.025
C -25.24023 1.90142 -3.08489 0.376
C -23.71276 2.25820 -3.24386 -0.619
C -23.59444 2.67828 -4.72194 -1.232
C -24.88466 2.39157 -5.38155 -0.452
H -26.75014 1.87639 -4.57373 0.226
H -25.72451 1.48984 -2.09782 -0.401
H -23.17766 2.16668 -2.41825 1.015
H -22.78035 3.13380 -5.21181 0.734
H -25.28761 2.41994 -6.41189 0.348
N -25.18394 5.39034 -3.90049 0.128
C -25.22207 5.91116 -2.63431 -0.275
C -25.51285 7.47433 -2.93595 -0.649
C -25.55247 7.59304 -4.34056 -1.097
C -25.23832 6.27786 -4.88261 -0.225
H -24.94867 4.53186 -4.12812 0.569
H -25.05146 5.15246 -1.92134 0.431
H -25.57933 8.17854 -2.15218 0.474
H -25.90369 8.44613 -4.83899 0.448
H -25.28108 5.96206 -5.98333 0.250
N -19.71352 2.93119 4.32605 0.165
C -18.52391 2.84439 4.99223 -0.102
C -18.21482 4.20514 5.52618 -1.502
C -19.20936 5.10145 4.88847 -0.432
C -20.18208 4.18865 4.14942 -1.354
H -20.18493 2.05390 3.82340 0.297
H -17.99296 1.84535 5.26198 0.308
H -17.43973 4.45379 6.04863 0.719
H -19.40390 6.01387 4.68053 0.704
H -21.01761 4.15366 3.57380 1.149
N -25.59224 5.93842 3.53709 0.074
C -24.56497 5.28089 3.83077 0.252
C -24.71062 4.79870 5.28388 -0.659
C -25.98890 5.36645 5.92118 -0.727
C -26.51780 6.19705 4.65773 -0.756
H -25.75756 6.35901 2.56076 0.309
H -23.67454 5.07239 3.03175 0.182
H -23.88326 4.32451 5.98205 0.203
H -26.47418 5.36087 6.76902 0.583
H -27.39571 6.69957 4.53407 0.497
N -21.45342 1.55272 2.18008 0.323
C -22.29839 0.95546 3.11670 -0.666
C -21.56465 -0.22130 3.73789 -0.466
C -20.26556 -0.29420 3.02210 -1.331
C -20.38899 0.74375 1.95025 -0.171
H -21.64573 2.30670 1.59731 -0.308
H -23.19992 1.26515 3.28281 0.795
H -22.05840 -0.82135 4.58408 0.316
H -19.58371 -1.02468 2.79360 0.518
H -19.82343 0.93691 1.02555 0.391
N -26.46137 0.58735 -0.45028 -0.230
C -26.56740 1.87678 -0.14200 -0.013
C -27.88962 2.37962 -0.09912 -0.580
C -28.71539 1.15765 -0.56416 -0.470
C -27.74573 0.08002 -0.86206 -0.829
H -25.60542 -0.00177 -0.60578 0.316
H -25.45832 2.44873 -0.08835 0.408
H -28.32987 3.31737 0.08047 0.603
H -29.81331 1.30834 -0.55446 0.355
H -28.02199 -0.87850 -1.18892 0.424
N -20.55315 8.25087 3.26486 0.331
C -21.69631 7.51916 3.37004 -0.095
C -22.33225 7.80892 4.79552 -0.487
C -21.26577 8.56822 5.45888 -0.965
C -20.31216 8.90334 4.44242 -0.352
H -19.87699 8.06473 2.52787 0.193
H -22.28131 7.19586 2.50417 0.227
H -23.38028 7.53777 4.99647 0.313
H -21.20897 8.72644 6.40368 0.620
H -19.41199 9.69459 4.35231 0.165
```

Properties
Multiplicity: 1
Calculated total energy, eV: -69344.119
M, g mol⁻¹: 819.9
ΔE to the lowest compared entry with this formula, charge and spin, kcal per mole: 97.8
Total charge: -1
HOMO energy, eV: -5.0

=====

Question: Among the records above, which one has the highest ΔE to the lowest compared entry with this formula, charge and spin?
Answer: C48H64BN12

=====

Question: The highest HOMO energy belongs to which entry?
Answer: C48H64BN12